Computed, not measured: a 2-piece molecular cluster, C2H4F2O overall, with ωB97M-V/def2-TZVPD.

CARTESIAN COORDINATES (ANGSTROEM)
C (1.703, -0.087, -0.116)
C (-0.977, 0.102, 0.345)
O (-1.419, -0.717, -0.611)
F (-1.270, 1.424, 0.267)
F (-1.327, -0.277, 1.598)
H (1.715, 0.592, -0.826)
H (1.986, 0.294, 0.800)
H (1.682, -1.092, -0.223)
H (-2.094, -0.238, -1.235)

Cartesian forces, eV/Å:
-3.4 -0.1 3.3
3.2 0.3 0.6
-2.2 1.7 -1.4
-0.2 -1.0 -0.6
0.2 -0.1 -0.9
0.1 2.7 -3.8
0.7 0.5 1.9
0.1 -2.8 -0.7
1.6 -1.1 1.7

LUMO level = -0.5 eV
orbital gap = 7.651 eV
HOMO level = -0.299 hartree
energy above the lowest of the compared OMol25 structures with the same formula, charge and spin = 4.481 eV
spin multiplicity = 1


Computed, not measured: a 3-piece molecular cluster, CH8NO3 overall, with ωB97M-V/def2-TZVPD.

CARTESIAN COORDINATES (ANGSTROEM)
N (0.730, 0.594, 1.661)
C (-0.419, 0.222, 0.730)
O (-0.026, -0.001, -0.573)
H (1.239, 1.355, 1.210)
H (1.414, -0.151, 1.529)
H (-1.164, 1.041, 0.734)
H (-0.878, -0.674, 1.183)
H (-0.949, 1.263, -1.440)
H (-2.119, 0.577, -2.018)
O (-1.912, 1.438, -1.650)
H (1.062, -1.168, -0.418)
H (1.215, -2.627, -0.427)
O (1.807, -1.867, -0.521)

Cartesian forces, eV/Å:
-0.3 -0.2 -0.5
0.8 0.5 -0.7
0.3 -0.2 0.8
-0.4 0.2 0.0
-0.2 -0.3 0.2
0.2 -0.1 0.5
0.0 0.0 0.2
-0.6 -0.3 0.4
-0.2 -0.2 0.1
0.5 0.5 -0.5
0.5 0.7 -0.8
0.5 -0.3 -0.1
-1.0 -0.3 0.5

LUMO level = 4.5 eV
orbital gap = 8.324 eV
HOMO level = -0.142 hartree
energy above the lowest of the compared OMol25 structures with the same formula, charge and spin = 0.336 eV
charge = -1
spin multiplicity = 1


Computed, not measured: a 6-piece molecular cluster, H13O6 overall, with ωB97M-V/def2-TZVPD.

CARTESIAN COORDINATES (ANGSTROEM)
O (-1.288, -0.004, 1.213)
H (-1.984, -0.152, 1.878)
H (-0.723, -0.772, 1.287)
O (-1.742, -0.302, -1.650)
H (-2.587, -0.478, -2.069)
H (-1.836, -0.194, -0.626)
O (0.000, 1.763, -1.419)
H (-0.656, 1.032, -1.562)
H (0.280, 2.113, -2.323)
O (2.394, -0.392, 0.753)
H (3.053, -0.503, 1.479)
H (1.868, -1.184, 0.743)
O (0.044, -2.224, 0.083)
H (-0.316, -1.905, -0.802)
H (-0.145, -3.187, 0.141)
O (1.135, 1.752, 0.864)
H (1.500, 0.786, 0.621)
H (0.306, 1.794, 1.369)
H (0.697, 2.056, 0.020)

Cartesian forces, eV/Å:
-0.6 0.6 0.3
0.2 0.2 -0.3
0.3 -0.8 -0.2
0.7 0.2 2.5
-0.3 0.1 0.2
-0.4 -0.4 -2.2
0.4 0.5 -1.6
0.3 0.6 -0.4
-0.7 -0.8 1.9
0.8 0.5 0.6
-0.7 0.3 -0.8
-0.5 -1.1 -0.2
-0.5 0.0 -1.2
0.5 -0.7 1.4
0.2 0.9 -0.2
-0.6 0.5 -0.6
0.3 0.3 1.2
0.1 -0.9 1.0
0.4 0.0 -1.5

LUMO level = -3.2 eV
orbital gap = 12.488 eV
HOMO level = -0.575 hartree
energy above the lowest of the compared OMol25 structures with the same formula, charge and spin = 0.477 eV
charge = +1
spin multiplicity = 1


Computed, not measured: a 4-piece molecular cluster, CH10NO4 overall, with ωB97M-V/def2-TZVPD.

CARTESIAN COORDINATES (ANGSTROEM)
N (1.481, 1.269, -1.888)
C (0.934, -0.070, -2.124)
O (-0.455, -0.135, -1.972)
H (1.613, 1.418, -0.885)
H (0.706, 1.873, -2.170)
H (1.386, -0.867, -1.540)
H (1.165, -0.301, -3.166)
H (-1.752, -0.618, 0.439)
H (-0.630, -0.053, -0.961)
O (-0.926, -0.143, 0.562)
H (-0.954, 0.830, 3.343)
H (-0.627, 1.238, 1.876)
O (-0.805, 1.590, 2.770)
H (-0.395, -1.993, 2.669)
H (-0.458, -1.614, 1.232)
O (-0.283, -2.422, 1.814)

Cartesian forces, eV/Å:
0.0 -0.2 0.5
-0.6 -0.1 -0.7
0.2 0.3 0.1
-0.2 0.0 -0.3
0.3 0.1 0.2
0.6 0.3 0.5
-0.1 -0.1 -0.2
-0.3 0.3 0.1
-0.1 -0.2 0.0
0.3 -0.2 -0.1
0.1 0.0 -0.5
-0.5 -0.7 0.0
0.2 0.6 0.5
0.1 -0.3 0.1
0.2 -0.1 0.0
-0.1 0.4 0.0

LUMO level = 4.1 eV
orbital gap = 9.071 eV
HOMO level = -0.182 hartree
energy above the lowest of the compared OMol25 structures with the same formula, charge and spin = 0.221 eV
charge = -1
spin multiplicity = 1


Computed, not measured: a 2-piece molecular cluster, C3H8OS2 overall, with ωB97M-V/def2-TZVPD.

CARTESIAN COORDINATES (ANGSTROEM)
C (-0.588, -3.446, -1.647)
C (-0.437, -2.141, -1.394)
O (0.714, -1.444, -1.838)
H (-1.516, -3.943, -1.409)
H (0.181, -3.908, -2.266)
H (-0.980, -1.378, -0.844)
H (0.889, -1.955, -2.639)
C (-0.109, 1.834, -0.750)
S (-0.490, 2.001, 0.995)
S (0.633, 0.447, 1.803)
H (0.602, 2.623, -1.126)
H (0.454, 0.911, -0.925)
H (-1.048, 2.130, -1.225)
H (0.079, 0.548, 3.060)

Cartesian forces, eV/Å:
-0.4 1.4 -0.1
1.5 0.7 0.1
-1.2 -1.2 -0.4
0.2 -0.2 0.1
-0.3 -0.3 0.3
-0.7 -0.9 0.2
0.9 0.4 -0.1
1.4 1.6 -0.3
-0.2 0.5 0.6
0.0 -0.2 0.7
-0.4 -0.5 0.8
-1.1 -0.2 -0.5
0.1 -1.1 -0.5
0.3 0.0 -0.9

LUMO level = 0.6 eV
orbital gap = 8.544 eV
HOMO level = -0.292 hartree
energy above the lowest of the compared OMol25 structures with the same formula, charge and spin = 1.731 eV
SMILES = C=CO.CSS
spin multiplicity = 1


Computed, not measured: C11H25ClIN2OP2V as an isolated structure, with ωB97M-V/def2-TZVPD.

CARTESIAN COORDINATES (ANGSTROEM)
C (2.228, -2.648, -2.536)
C (1.501, -2.934, -1.336)
H (2.718, -3.592, -2.892)
H (3.017, -1.877, -2.335)
H (1.526, -2.276, -3.321)
O (1.095, -3.526, -0.412)
I (1.197, 1.963, -2.453)
V (-0.072, 1.309, -0.404)
P (-1.464, -0.266, -1.403)
C (-2.242, -1.600, -0.459)
C (-2.843, 0.899, -1.717)
H (-3.285, 0.620, -2.680)
H (-2.111, -1.345, -3.440)
H (-2.510, 1.943, -1.748)
H (-0.625, -0.363, -3.658)
H (-2.676, -1.217, 0.476)
H (-3.594, 0.799, -0.919)
C (-1.148, -1.062, -3.000)
H (-3.042, -2.072, -1.052)
H (-0.541, -1.963, -2.866)
H (-1.490, -2.362, -0.207)
P (1.837, 0.494, 0.684)
C (1.788, -0.609, 2.122)
C (3.356, -0.047, -0.156)
H (1.788, 2.969, 0.866)
H (3.349, 2.235, 1.347)
H (1.937, 2.161, 2.450)
C (2.260, 2.134, 1.399)
H (3.445, 0.445, -1.132)
H (4.213, 0.226, 0.476)
H (2.754, -0.608, 2.643)
H (1.564, -1.626, 1.783)
H (3.346, -1.135, -0.291)
H (1.009, -0.296, 2.827)
Cl (-0.818, 3.577, -0.431)
N (-1.725, 2.280, 1.975)
C (-2.396, 2.059, 3.113)
C (-2.282, 0.700, 3.380)
C (-1.518, 0.157, 2.342)
N (-1.184, 1.143, 1.470)
H (-1.604, 3.154, 1.454)
H (-2.892, 2.847, 3.643)
H (-2.684, 0.173, 4.218)
H (-1.185, -0.860, 2.181)

Cartesian forces, eV/Å:
0.2 0.9 -0.9
-1.1 -4.8 4.5
-0.5 0.4 0.5
-0.7 -0.4 -0.1
0.5 -0.1 0.5
1.7 4.0 -4.8
0.7 -0.5 -1.0
-0.7 2.3 0.3
-1.3 -0.5 -0.1
-0.2 -0.4 0.2
-0.2 0.0 -0.1
-0.1 0.2 0.2
0.2 -0.1 0.0
-0.1 -0.3 -0.1
-0.1 -0.1 0.0
0.1 -0.1 -0.4
0.3 0.0 -0.2
0.1 0.2 -0.2
0.3 0.1 0.2
-0.2 0.0 -0.1
-0.3 0.1 0.0
0.8 0.0 1.1
0.0 -0.1 0.2
0.1 0.1 -0.3
0.2 -0.2 0.0
-0.2 0.2 0.1
0.1 0.0 -0.3
0.0 0.0 0.2
0.0 -0.1 0.3
-0.2 -0.2 -0.2
-0.2 0.0 -0.1
0.1 0.1 0.2
0.1 0.1 0.2
0.2 -0.1 -0.2
0.1 -0.6 0.3
-0.3 -0.4 0.5
0.6 -0.8 -0.6
0.2 -0.1 -0.1
-0.2 1.3 -0.2
0.0 0.0 0.2
0.0 -0.3 0.0
-0.1 0.2 0.1
-0.1 -0.1 0.2
-0.1 0.2 0.0

LUMO level (alpha / beta) = -9.3 / -9.3 eV
orbital gap (alpha / beta) = 5.316 / 5.332 eV
HOMO level (alpha / beta) = -0.537 / -0.538 hartree
energy above the lowest of the compared OMol25 structures with the same formula, charge and spin = 1.433 eV
charge = +2
spin multiplicity = 3
expectation value of S² = 2.030


Computed, not measured: C5H10Cl10F18P3V2 as an isolated structure, with ωB97M-V/def2-TZVPD.

CARTESIAN COORDINATES (ANGSTROEM)
V (-25.086, 31.875, 5.298)
V (-21.216, 27.912, 6.547)
P (-21.178, 29.554, 3.703)
F (-20.248, 29.500, 5.052)
F (-22.240, 30.515, 4.506)
F (-20.438, 30.871, 3.172)
F (-22.175, 29.603, 2.424)
F (-20.185, 28.585, 2.935)
F (-21.923, 28.276, 4.383)
P (-20.706, 25.206, 6.194)
F (-21.355, 24.041, 7.067)
F (-20.567, 26.147, 7.535)
F (-19.230, 24.662, 6.315)
F (-20.060, 26.513, 5.393)
F (-21.025, 24.451, 4.846)
F (-22.143, 25.974, 6.085)
P (-23.364, 29.503, 7.566)
F (-24.850, 29.048, 7.969)
F (-23.454, 28.562, 6.260)
F (-23.984, 30.753, 6.699)
F (-21.851, 29.921, 7.082)
F (-23.223, 30.352, 8.882)
F (-22.651, 28.217, 8.244)
C (-27.573, 26.261, 6.071)
Cl (-28.630, 27.671, 5.889)
Cl (-25.881, 26.677, 6.411)
H (-27.994, 25.613, 6.833)
H (-27.539, 25.683, 5.153)
C (-24.251, 31.624, 11.391)
Cl (-25.254, 32.267, 12.691)
Cl (-22.556, 32.066, 11.644)
H (-24.347, 30.548, 11.260)
H (-24.607, 31.997, 10.431)
C (-21.484, 29.136, 11.923)
Cl (-19.981, 29.938, 11.417)
Cl (-21.208, 27.556, 12.667)
H (-21.898, 29.850, 12.624)
H (-22.053, 28.990, 11.012)
C (-27.623, 29.189, 8.876)
Cl (-26.901, 29.539, 10.454)
Cl (-29.381, 29.347, 8.816)
H (-27.224, 29.879, 8.136)
H (-27.280, 28.213, 8.547)
C (-23.820, 25.379, 10.994)
Cl (-22.508, 25.788, 9.886)
Cl (-23.216, 24.302, 12.275)
H (-24.126, 26.321, 11.439)
H (-24.649, 24.933, 10.458)

Cartesian forces, eV/Å:
0.2 0.0 -0.3
-0.9 -0.7 -2.2
-0.4 3.1 -4.6
0.9 -0.5 1.9
0.0 -0.3 0.4
0.2 -0.8 0.8
0.3 -0.8 1.2
-0.2 0.1 0.7
-0.6 -1.6 1.2
0.9 -6.6 -1.1
0.5 1.2 -0.3
0.8 2.2 1.3
-0.8 0.4 0.4
-0.7 2.2 0.2
0.4 0.9 0.3
-1.1 2.3 -0.1
-4.2 0.9 1.3
1.4 0.2 -0.1
0.2 0.0 -0.7
0.5 0.0 0.4
1.1 -0.6 -0.4
0.4 -0.1 -0.8
1.5 -1.2 0.2
-0.2 -0.5 -0.5
0.3 -0.2 -0.1
-0.3 0.0 0.2
0.2 0.2 0.3
-0.2 0.3 -0.2
-0.2 0.0 -0.5
-0.1 -0.3 -0.2
-0.2 0.2 -0.3
0.1 -0.1 0.8
0.2 0.6 0.2
0.6 0.0 0.0
0.4 -0.2 -0.2
-0.1 0.3 0.0
-0.4 -0.5 0.1
-0.3 0.0 0.2
0.3 0.1 -0.7
-0.2 0.0 -0.1
0.3 -0.1 0.3
0.0 0.2 0.3
-0.4 -0.2 0.3
0.1 0.2 0.7
0.1 -0.2 -0.4
-0.4 0.2 -0.4
-0.1 -0.1 0.2
0.2 -0.2 0.0

LUMO level (alpha / beta) = -9.3 / -8.1 eV
orbital gap (alpha / beta) = 2.894 / 4.937 eV
HOMO level (alpha / beta) = -0.447 / -0.479 hartree
charge = +1
spin multiplicity = 7
expectation value of S² = 12.009


F_max readings, ordered: 4.79 1.18 2.60 0.95 2.13 6.68 6.72 eV/Å
Electronic energy readings, ordered: -353.41702 -323.39903 -459.00082 -399.85718 -990.64698 -3002.93838 -9508.26502 a.u.